Record 1
{
  "formula": "C20H12CaN6O3",
  "method": "ωB97M-V/def2-TZVPD",
  "elements": ["Ca", "O", "C", "O", "C", "C", "C", "N", "C", "C", "C", "C", "C", "C", "C", "N", "C", "C", "C", "C", "C", "N", "H", "H", "H", "H", "H", "H", "H", "H", "H", "H", "N", "C", "O", "C", "C", "N", "C", "N", "H", "H"],
  "positions_angstrom": [[0.248, 1.039, 0.463], [0.468, 2.187, -5.952], [1.181, 1.251, -5.618], [2.052, 0.586, -6.153], [0.903, 0.821, -4.099], [1.977, 0.459, -3.301], [1.739, 0.265, -1.939], [0.492, 0.206, -1.475], [-0.559, 0.484, -2.247], [-0.374, 0.901, -3.570], [-1.847, 0.402, -1.555], [-3.067, 0.260, -2.226], [-4.237, 0.176, -1.497], [-4.178, 0.254, -0.109], [-2.936, 0.414, 0.481], [-1.805, 0.485, -0.211], [2.768, 0.060, -0.908], [4.136, -0.026, -1.180], [5.022, -0.245, -0.140], [4.525, -0.382, 1.149], [3.156, -0.285, 1.334], [2.303, -0.063, 0.346], [2.953, 0.367, -3.753], [-1.165, 1.310, -4.180], [-3.087, 0.207, -3.302], [-5.183, 0.055, -2.003], [-5.067, 0.187, 0.498], [-2.836, 0.487, 1.560], [4.499, 0.079, -2.190], [6.084, -0.308, -0.324], [5.179, -0.553, 1.989], [2.709, -0.394, 2.315], [2.583, 2.208, 3.520], [1.855, 2.319, 2.382], [0.709, 1.798, 2.340], [2.441, 2.970, 1.257], [3.812, 3.198, 1.144], [4.954, 3.305, 1.054], [1.562, 3.089, 0.206], [0.658, 3.046, -0.523], [2.131, 1.801, 4.322], [3.418, 2.751, 3.648]],
  "nbo_charge": [1.77, -0.72, 0.76, -0.72, -0.03, -0.15, 0.11, -0.59, 0.14, -0.19, 0.21, -0.21, -0.13, -0.25, 0.06, -0.58, 0.26, -0.23, -0.13, -0.24, 0.05, -0.58, 0.24, 0.25, 0.24, 0.23, 0.23, 0.20, 0.24, 0.23, 0.23, 0.20, -0.80, 0.68, -0.82, -0.58, 0.28, -0.33, 0.35, -0.49, 0.41, 0.41],
  "gap_ev": 6.75,
  "lumo_energy_ev": -0.97,
  "e_homo_ev": -7.7214,
  "energy_ha": -2001.32784
}

***

Record 2
{
  "formula": "B3Cl3F12Hf",
  "method": "ωB97M-V/def2-TZVPD",
  "elements": ["Hf", "Cl", "Cl", "Cl", "B", "F", "F", "F", "F", "B", "F", "F", "F", "F", "B", "F", "F", "F", "F"],
  "positions_angstrom": [[0.404, 0.456, 0.498], [-0.678, 2.706, -0.348], [0.728, -1.437, 2.269], [2.429, 1.781, 1.425], [2.448, -0.288, -1.552], [2.051, -1.061, -2.609], [2.047, -0.915, -0.301], [3.772, 0.038, -1.603], [1.634, 0.915, -1.461], [-1.103, -1.244, -1.616], [-0.659, -2.043, -2.637], [-2.475, -1.340, -1.484], [-0.406, -1.591, -0.389], [-0.703, 0.130, -1.716], [-1.966, 0.772, 2.347], [-0.622, 1.353, 2.416], [-2.232, 0.002, 3.441], [-2.885, 1.761, 2.198], [-1.784, 0.008, 1.125]],
  "nbo_charge": [2.14, -0.60, -0.60, -0.57, 1.36, -0.53, -0.54, -0.54, -0.54, 1.36, -0.54, -0.55, -0.55, -0.54, 1.37, -0.54, -0.53, -0.54, -0.54],
  "gap_ev": 9.38,
  "charge": -2,
  "lumo_energy_ev": 5.51,
  "e_homo_ev": -3.8662,
  "energy_ha": -2702.64058,
  "relative_energy_ev": 0.000
}

***

Record 3
{
  "formula": "C3H11O2S",
  "method": "ωB97M-V/def2-TZVPD",
  "elements": ["C", "C", "C", "S", "H", "H", "H", "H", "H", "H", "H", "H", "H", "O", "H", "H", "O"],
  "positions_angstrom": [[0.622, -1.647, 0.778], [0.829, -0.201, 1.327], [1.822, 0.643, 0.533], [1.205, 1.179, -1.057], [1.641, -2.058, 0.699], [0.134, -2.194, 1.591], [0.009, -1.614, -0.135], [1.140, -0.257, 2.387], [-0.170, 0.274, 1.319], [2.035, 1.521, 1.169], [2.796, 0.146, 0.590], [-2.265, -0.806, -0.281], [-2.510, -0.006, -1.496], [-2.703, -0.883, -1.131], [-0.794, 1.755, -1.930], [-2.184, 2.346, -1.905], [-1.607, 1.801, -2.458]],
  "nbo_charge": [-0.62, -0.40, -0.61, 0.12, 0.20, 0.22, 0.22, 0.21, 0.19, 0.26, 0.22, 0.45, 0.48, -0.94, 0.47, 0.47, -0.95],
  "s_squared": 0.75,
  "multiplicity": 2,
  "gap_ev": [10.63, 7.07],
  "lumo_energy_ev": [0.67, -2.50],
  "e_homo_ev": [-9.9524, -9.5645],
  "energy_ha": -669.50694,
  "relative_energy_ev": 0.206
}

***

Record 4
{
  "formula": "C3H5I2NOS",
  "method": "ωB97M-V/def2-TZVPD",
  "elements": ["C", "C", "C", "N", "O", "S", "I", "I", "H", "H", "H", "H", "H"],
  "positions_angstrom": [[-1.674, 0.459, 0.117], [-0.759, 0.392, -1.095], [-0.155, 0.452, 0.268], [0.467, -0.717, 0.703], [2.510, -2.066, 1.231], [2.103, -0.725, 0.673], [0.661, 2.464, 1.041], [2.465, -0.887, -1.782], [-2.175, 1.452, 0.154], [-2.206, -0.242, 0.579], [-0.627, -0.478, -1.654], [-0.767, 1.311, -1.667], [0.157, -1.414, 1.433]],
  "nbo_charge": [-0.42, -0.42, 0.08, -0.89, -0.90, 1.34, 0.01, -0.16, 0.23, 0.22, 0.24, 0.23, 0.44],
  "gap_ev": 8.38,
  "lumo_energy_ev": -0.95,
  "e_homo_ev": -9.3315,
  "energy_ha": -1240.80005,
  "relative_energy_ev": 0.000
}

***

Record 5
{
  "formula": "C5H11N",
  "method": "ωB97M-V/def2-TZVPD",
  "elements": ["C", "C", "C", "C", "C", "N", "H", "H", "H", "H", "H", "H", "H", "H", "H", "H", "H"],
  "positions_angstrom": [[-2.100, 0.402, 0.185], [-1.051, -0.433, -0.536], [0.118, -0.769, 0.349], [1.453, -1.116, -0.250], [1.290, 0.177, 0.483], [1.291, 1.368, -0.318], [-2.486, -0.137, 1.058], [-2.940, 0.663, -0.463], [-1.646, 1.336, 0.552], [-0.685, 0.112, -1.410], [-1.528, -1.350, -0.918], [-0.155, -1.285, 1.267], [1.522, -1.066, -1.333], [2.043, -1.902, 0.203], [1.757, 0.219, 1.473], [0.876, 2.133, 0.213], [2.240, 1.646, -0.554]],
  "nbo_charge": [-0.60, -0.40, -0.22, -0.43, -0.07, -0.83, 0.20, 0.21, 0.20, 0.22, 0.20, 0.21, 0.22, 0.21, 0.18, 0.36, 0.36],
  "gap_ev": 10.41,
  "lumo_energy_ev": 1.18,
  "e_homo_ev": -9.2343,
  "energy_ha": -251.83439,
  "relative_energy_ev": 0.766,
  "smiles": "CC[C@H]1C[C@H]1N"
}

***

Record 6
{
  "formula": "C3H4ClNOS",
  "method": "ωB97M-V/def2-TZVPD",
  "elements": ["O", "C", "C", "Cl", "C", "N", "S", "H", "H", "H", "H"],
  "positions_angstrom": [[1.319, -0.795, -1.721], [0.584, -0.460, -0.842], [-0.071, -1.229, 0.287], [-1.262, -2.426, -0.293], [-0.632, 0.119, 0.814], [0.018, 0.728, -0.391], [0.069, 2.308, -0.998], [0.670, -1.703, 0.964], [-1.709, 0.251, 0.828], [-0.238, 0.455, 1.793], [1.252, 2.753, -0.443]],
  "nbo_charge": [-0.53, 0.67, -0.30, -0.02, -0.21, -0.60, 0.22, 0.24, 0.21, 0.20, 0.11],
  "gap_ev": 10.53,
  "lumo_energy_ev": 0.58,
  "e_homo_ev": -9.9500,
  "energy_ha": -1105.06050,
  "relative_energy_ev": 0.642,
  "smiles": "O=C1[C@H](Cl)CN1S"
}